Below is a cluster of 11 separate species, C27H81O26P5S6 in total in a non-equilibrium geometry, with properties calculated with ωB97M-V with the def2-TZVPD basis set.

Atoms and positions in Å:
H: 3.863672 -0.105516 0.597545
H: 2.226915 3.530094 1.352497
H: 0.543804 -0.571194 -0.960762
S: 3.627831 3.601478 -0.446041
H: -1.704640 5.237265 1.698598
H: 5.691591 5.123866 3.938453
H: 1.635785 3.814329 5.588851
H: -0.225761 -2.948130 -1.501614
H: -5.465696 0.447296 0.254561
H: 5.237905 0.190595 3.374601
H: -4.436683 0.869903 -1.941608
H: -3.729895 0.348891 0.209570
C: -0.632509 -2.926923 -0.502081
H: -2.659424 -0.339366 -6.925415
S: 3.126080 -1.115673 -1.409119
H: 1.412673 0.866220 5.696200
H: -5.204926 -2.361954 -3.422250
H: -2.984092 -0.843185 -5.310964
C: -0.217136 0.936734 1.370901
O: -1.999182 1.006234 -5.523139
H: -1.007969 -4.913748 1.773770
O: -4.102314 1.121839 -3.928200
O: 0.893242 -2.395711 2.583005
O: -3.098542 3.324045 -5.068209
H: 3.816086 -1.913343 0.687868
H: -3.308953 3.537716 4.748055
H: 0.761379 1.431836 1.381404
O: 2.709572 2.367778 3.300542
H: 5.013065 -2.353398 -1.656266
H: 6.371242 4.544975 2.377873
H: -0.346263 0.367141 -2.232966
H: -2.046441 -3.460909 2.227666
C: 0.508471 1.169343 5.122141
H: -5.143169 3.339307 -6.250456
H: -2.296697 -5.787024 -1.981670
H: 1.798826 4.943169 0.302311
H: 2.685361 -5.371468 5.539744
C: -0.939986 4.930856 2.464510
H: 1.053198 -3.233469 -4.852261
H: -2.882267 0.279830 -2.585057
P: 1.403997 -0.672270 -5.060734
O: -0.451997 4.281647 4.938187
O: -1.207638 2.527269 -0.428426
C: 0.875830 1.987903 -4.775464
C: 3.352007 -1.023980 0.327397
P: 3.913725 3.074529 3.778698
H: 5.172474 1.347439 2.053849
H: 3.843083 3.977657 -2.804673
O: 4.261922 4.216230 2.750081
H: 1.009400 1.076117 -1.262217
H: -2.368845 -5.054509 2.998871
O: 1.100548 -4.915401 1.928946
P: 0.830500 -3.810301 3.024891
H: 1.956103 -6.030484 4.057484
H: 2.382967 -3.353053 -6.266446
H: 2.210756 3.207639 -2.447732
S: -1.548795 4.925476 4.105942
C: -5.556256 2.360219 -6.365462
H: 0.611402 1.134943 4.050941
O: 2.672976 -0.606067 -4.299320
O: 1.853649 -4.002147 4.170178
H: -5.736424 -2.884650 -1.800826
H: -0.126461 5.694050 2.572432
H: 2.590713 -3.601346 1.114066
C: 5.498519 4.981395 2.863129
C: 1.903367 -5.285557 4.826410
H: 2.414548 5.327193 5.047588
C: -2.616056 -5.205166 -2.790855
H: 0.919261 -5.377320 5.358817
H: -5.097313 -1.421196 3.094902
H: -3.106642 2.112950 -2.333888
H: -4.182572 -0.349633 4.368027
H: 1.213444 3.368464 -0.204093
O: -1.821182 0.345258 4.190453
C: 5.574016 1.154185 3.008604
H: 1.928406 -4.601797 -0.011791
S: -0.959379 0.209030 5.428751
C: 0.154657 0.454575 -1.256075
P: -3.305942 1.889387 -5.182898
H: -0.572828 -3.340930 -4.283546
C: 0.364067 -2.816276 -4.075967
O: -2.451921 -3.789988 -2.487100
H: -0.124277 -2.167009 0.076047
H: -6.058933 2.221281 -7.323055
H: -5.904933 -1.145053 -2.321217
C: -5.257874 -2.065626 -2.377034
H: 4.962895 -1.102238 -2.904975
H: 0.001160 -0.118120 1.616888
O: 3.901575 2.143395 -0.188980
C: -2.715810 3.616445 3.810956
S: -4.616798 0.837534 2.396683
H: -0.569717 -3.923035 -0.000845
C: -4.620373 0.019126 0.819067
H: -2.159201 2.683951 3.689088
H: -3.650307 -5.519040 -3.054078
C: -3.575620 1.116022 -2.562664
O: -3.925279 -1.814519 -1.910651
C: -0.275283 -1.490749 5.446621
H: -2.070646 -5.408372 -3.729674
H: 0.236155 2.728307 -5.220220
H: -0.528871 3.902736 2.162731
H: 3.456922 -2.028513 -6.145909
C: -1.598204 -4.439187 2.553553
C: 2.991445 3.964215 -2.137539
O: 1.441201 -1.450535 -6.444913
O: 5.271844 2.218965 3.961527
O: 2.604774 -2.532202 -1.573308
H: 2.784694 4.733578 6.679586
H: -3.483387 -1.119136 3.051007
C: 2.587932 4.431047 5.616040
H: 0.475315 1.920329 -3.721100
H: -1.128100 -2.086136 5.084347
O: 0.745100 0.712093 -5.535133
H: 5.413105 -0.614259 -1.188256
C: 4.808929 -1.283695 -1.835549
O: -0.574562 -4.254247 3.590593
O: -4.377129 1.498163 -6.255825
C: 2.047788 3.842540 0.323642
H: -3.205368 3.688266 2.841915
O: -1.917154 -2.378247 -0.557494
H: -0.944465 1.319704 2.148203
C: -2.250177 -0.372236 -5.962856
H: 5.424285 5.980783 2.466138
H: 0.228827 2.247525 5.228651
H: 0.520428 -1.471126 4.723855
H: 0.015960 -1.788153 6.523078
H: 1.943098 2.237795 -4.715276
S: -1.118126 1.031226 -0.187235
H: 2.300147 -1.019804 0.762589
H: 3.152927 -5.276820 1.277157
C: -4.386445 -0.662397 3.325616
C: 2.577477 -2.385015 -6.626312
H: -6.184409 2.029203 -5.527264
P: -3.185065 -3.058647 -1.279996
H: -4.626114 -1.079818 1.000760
C: 2.251111 -4.651327 1.012691
O: -5.972717 1.317419 2.595503
H: 6.691155 1.110203 2.978947
O: 3.778033 3.731941 5.224248
O: -4.015113 -3.982946 -0.490998
O: 0.101753 -1.384810 -4.380334
H: 2.785180 -2.529346 -7.716543
H: 0.791280 -2.872799 -3.086524
H: -1.299415 -0.965678 -5.914521
H: 2.581133 4.955829 -2.125170

Cartesian forces, eV/Å:
0.0 0.1 0.1
-0.5 -0.1 0.0
-0.8 1.1 -0.3
-0.6 -0.1 -0.1
0.7 -0.1 0.9
0.2 -0.2 -0.3
1.5 0.6 -0.2
0.3 -0.3 0.0
0.0 -0.6 0.4
-0.3 0.0 0.2
0.3 0.2 0.1
-0.6 -0.7 0.9
0.7 -0.3 0.3
-0.4 0.0 -1.5
-0.8 -0.8 -0.2
-0.8 0.2 -0.5
0.0 0.0 -0.1
0.0 0.0 0.2
-0.7 -0.8 1.0
-1.3 0.1 0.2
-1.1 -0.3 -0.4
1.2 1.2 -0.9
0.0 -1.0 -0.3
0.7 0.3 0.5
0.7 -0.6 0.1
-0.2 -0.1 -1.1
-0.4 0.4 -0.3
0.7 0.2 0.2
0.1 0.5 0.2
-0.4 -0.6 0.0
0.5 0.0 0.1
0.6 -0.8 0.3
-0.1 1.0 -0.1
-0.5 0.9 0.1
0.7 -0.9 1.1
0.4 -0.9 0.2
0.9 0.4 0.3
1.3 0.0 -1.5
-0.3 0.4 0.9
0.3 0.2 0.7
-1.3 1.1 0.3
-0.7 0.7 -0.4
-0.2 -0.7 -0.2
0.0 -1.5 1.3
-1.9 0.9 1.0
-0.5 -1.1 0.4
-0.5 0.4 -1.2
0.1 -0.3 -0.3
1.2 1.1 -0.7
0.7 1.1 -0.1
0.0 -0.2 -0.1
1.5 -0.1 -1.1
-0.6 2.6 -0.7
0.2 -0.7 -0.2
-0.7 -1.1 0.7
0.9 0.8 0.4
0.2 -1.1 0.6
0.7 -1.2 0.8
0.7 -0.6 -0.5
-1.0 -0.2 -0.5
1.0 -0.6 1.3
0.3 0.6 -0.2
-0.4 -0.7 -0.8
-0.3 -0.5 0.5
0.0 0.0 1.4
-2.5 0.3 0.1
0.1 0.3 -0.5
-1.0 0.9 -1.8
0.9 -0.3 -0.3
-1.3 -0.2 0.3
-0.4 -1.1 0.1
-0.8 -0.5 -0.4
0.3 -0.4 0.2
0.8 -0.1 0.4
1.6 0.2 1.5
-0.2 -1.0 -0.4
-0.8 -0.1 0.8
-0.3 -2.4 -0.5
-0.9 -2.0 1.5
0.0 0.2 0.7
0.0 0.6 -1.8
-0.3 -0.8 -0.8
0.7 -0.4 0.3
0.3 -0.2 0.1
1.0 -0.8 0.2
-1.3 0.1 -0.1
-0.1 0.2 0.3
-0.4 0.2 0.0
0.1 0.3 -0.8
-0.1 -0.8 0.8
1.9 -0.3 -0.2
-0.2 0.8 -0.4
0.9 0.0 -1.5
0.3 0.0 0.4
0.3 0.7 0.5
0.2 0.7 -1.4
0.1 -0.1 0.5
-0.6 0.5 1.2
0.2 0.2 0.7
0.1 0.1 -0.8
-0.5 1.5 0.6
0.6 0.5 0.4
0.4 0.9 0.2
-0.1 -1.7 0.1
1.7 -1.1 -0.3
-1.0 0.3 -0.2
-0.5 0.3 -0.3
-0.3 -0.3 -1.0
1.7 -0.2 -0.7
-1.1 -0.5 1.8
0.5 -0.5 -1.0
0.5 0.0 0.2
0.6 0.3 1.0
-0.2 -0.4 -0.6
1.4 -0.1 -0.2
-0.2 -0.1 0.0
-0.4 -0.4 -1.6
-0.4 1.8 0.2
-0.7 0.6 0.4
-3.0 0.2 -0.4
1.0 -0.4 -0.8
1.1 -0.2 1.4
-0.8 0.2 -0.4
0.2 -0.9 0.6
0.5 -0.5 -0.1
-0.3 0.6 -1.8
-0.4 0.1 -0.2
0.6 1.5 1.1
1.3 0.1 -0.4
-1.4 0.2 -0.5
0.4 0.9 1.3
-0.4 1.1 -2.1
-0.2 0.6 -0.3
1.4 -0.7 0.6
-0.2 0.8 -0.8
0.8 1.1 1.3
-2.0 0.7 0.5
-0.9 0.1 -0.2
0.6 -0.4 -0.8
0.2 0.5 0.0
1.7 -0.5 0.3
-0.4 0.6 0.8
0.0 -0.3 0.1
-1.0 1.0 -0.1
-0.3 0.5 0.2

Values from the calculation:
- Energy above the lowest of the compared OMol25 structures with the same formula, charge and spin: 0.000 eV
- HOMO-LUMO gap: 7.36 eV